Entry 1:
# C18H58BO9

A 10-piece molecular cluster, C18H58BO9 overall (ωB97M-V/def2-TZVPD, OMol25).

```
86
Properties=species:S:1:pos:R:3:forces:R:3
O -1.1914 -2.4939 0.7091 -0.465 0.289 -0.041
O -0.4330 -5.0969 0.2726 0.066 -0.440 0.010
O 2.1846 0.2560 1.8708 0.192 0.283 -0.048
O 0.2209 2.0723 -3.0109 -0.272 0.146 -0.223
O 1.6081 4.6162 -2.2335 0.140 0.258 -0.115
O -1.8387 -1.6513 -2.7499 0.105 0.081 -0.180
O -1.1816 0.8327 3.6125 -0.049 0.046 0.099
O -1.7907 1.4291 0.9373 -0.369 0.024 -0.085
O 3.1162 -1.2916 -1.6421 0.461 -0.187 -0.045
C 4.1718 -0.5404 -1.0420 -0.987 -0.020 0.447
C -3.5425 3.0810 0.6943 -0.538 0.096 -0.122
C -3.0587 1.6900 0.3507 0.062 0.268 -0.210
C -0.5748 -3.5982 -3.4547 0.323 -0.220 -0.221
C 1.6434 4.1741 -0.8838 -0.232 0.357 -0.133
C -1.3356 2.9416 -4.5905 0.305 0.095 -0.402
C 1.8753 -4.2730 0.2183 -0.121 -0.232 0.464
C -2.4836 -2.0308 1.0827 -0.160 0.264 0.416
C -1.1621 2.1170 -3.3360 0.055 0.069 -0.158
C -0.9058 -2.1412 -3.7085 -0.093 -0.065 0.094
C -3.3699 -3.2171 1.3775 -0.533 -0.095 0.367
C 0.2463 4.0417 -0.3095 -0.345 -0.545 -0.043
C 2.8755 -0.8690 3.8758 -0.241 0.286 0.020
C -1.1218 2.1019 4.2250 -0.063 0.414 -0.089
C 0.7779 -4.9906 0.9976 -0.001 0.666 0.199
C -0.4935 1.9637 5.5983 -0.063 0.288 0.044
C 4.3848 0.7623 -1.7848 0.979 -0.065 0.151
C 1.8914 -0.8273 2.7168 -0.008 -0.809 0.265
B 0.2304 -0.1580 -0.7981 0.125 0.069 0.150
H -1.3672 0.9833 2.6708 -0.085 -0.097 -0.107
H -1.7292 2.5920 -2.5231 -0.029 -0.163 0.045
H 5.0617 -1.1696 -0.9956 0.051 0.006 -0.382
H 0.3682 1.2997 5.5412 -0.101 -0.147 0.081
H 2.2021 3.2375 -0.7997 -0.055 -0.054 0.093
H -0.8888 -4.2490 0.3982 0.097 0.088 -0.222
H -2.4191 -1.4067 1.9847 0.142 -0.060 -0.005
H 2.2746 -0.9009 -1.3649 0.144 -0.077 -0.138
H 0.3189 1.4142 -2.3004 0.197 0.137 -0.052
H 1.5863 -3.2410 0.0223 0.001 -0.034 -0.239
H 3.5280 1.4281 -1.7138 -0.118 -0.085 -0.098
H 0.5789 -4.4089 1.9088 0.121 -0.148 0.077
H 2.6077 -0.0924 4.5967 0.110 -0.061 0.076
H -1.1142 3.9952 -4.4055 -0.151 0.009 0.058
H 1.9344 -1.7859 2.1777 0.115 0.147 -0.147
H 1.6031 0.2058 1.0976 -0.019 0.073 0.151
H -0.3814 4.8906 -0.5867 0.194 0.209 0.127
H -1.2386 1.6048 6.3094 0.195 -0.324 0.034
H -2.1262 2.5442 4.3222 -0.009 -0.118 0.045
H -3.7583 3.1802 1.7593 0.214 0.052 0.032
H -2.3346 2.8391 -5.0158 -0.090 0.107 0.181
H 2.8090 -1.8446 4.3594 0.036 0.049 0.117
H -0.8864 0.0935 -1.1809 -0.250 0.252 -0.235
H 3.8906 -0.3629 0.0037 0.177 0.241 -0.022
H -3.8126 0.9626 0.6751 0.126 -0.092 0.061
H -0.2500 3.1594 -0.7222 0.084 0.003 0.021
H -3.2584 -4.0257 0.6564 0.116 0.065 -0.083
H -1.3105 -1.1928 -2.0781 -0.198 -0.127 -0.058
H 4.6346 0.5525 -2.8260 -0.274 0.057 -0.084
H -2.9651 1.6029 -0.7375 -0.049 -0.068 0.030
H -0.6329 2.6209 -5.3643 0.001 -0.154 0.103
H -2.8702 3.8725 0.3645 0.237 -0.143 0.132
H -0.5658 2.8147 3.6020 0.201 -0.177 0.028
H 2.0934 -4.8024 -0.7084 0.031 0.145 -0.090
H -2.9163 -1.3668 0.3264 0.097 -0.315 -0.316
H 1.1142 -5.9816 1.3113 -0.156 -0.109 -0.164
H 0.1561 -3.9592 -4.1872 -0.117 0.046 -0.089
H 3.9070 -0.6902 3.5708 -0.036 -0.098 -0.195
H 0.2387 3.9049 0.7741 0.093 0.108 -0.007
H -3.1754 -3.6018 2.3811 0.227 -0.160 -0.122
H -0.1213 -3.7766 -2.4785 -0.185 0.189 0.116
H 2.7752 -4.2407 0.8410 0.083 -0.013 -0.139
H -1.3661 -2.0340 -4.6956 -0.009 0.004 0.011
H 5.2580 1.2839 -1.3724 -0.145 0.066 0.069
H 0.9938 0.7275 -1.0703 0.239 0.232 0.138
H -1.5396 1.1013 -3.4902 -0.067 0.028 0.075
H 0.1560 -0.2472 0.3972 0.046 -0.125 0.299
H -0.7829 -1.7734 0.2070 0.399 -0.215 0.094
H -4.4893 3.2519 0.1698 -0.002 -0.039 0.055
H 1.1138 3.9744 -2.7585 -0.001 -0.376 0.150
H -0.0004 -1.5253 -3.7067 0.009 -0.033 0.045
H -0.1358 2.9203 5.9870 -0.073 0.080 -0.147
H -1.4766 -4.2058 -3.5435 0.013 -0.025 0.091
H 0.6298 -1.1783 -1.2798 -0.237 -0.396 -0.088
H 0.8807 -0.7769 3.1402 -0.037 0.229 -0.153
H 2.1923 4.9480 -0.3439 0.093 -0.055 0.003
H -1.3103 0.8680 0.3060 0.256 0.017 0.260
H -4.4268 -2.9337 1.3928 0.075 0.133 -0.128
```
Positions in Å, forces in eV/Å.

Computed properties:
**Gap between HOMO and LUMO**: 9.86 eV
**HOMO**: -0.260 Eh
**E**: -1422.59445 Ha
**Charge**: -1



Entry 2:
# C18H58ClNO28P6

C18H58ClNO28P6 as an isolated structure (ωB97M-V/def2-TZVPD, OMol25).

```
112
Properties=species:S:1:pos:R:3:forces:R:3
Cl -0.0617 -0.4987 0.3931 0.302 -0.318 -1.344
P 4.6146 -1.4265 1.1607 -0.401 0.858 1.205
P 3.5860 -5.0068 -2.5380 1.252 1.766 -0.783
P -6.9004 -0.8690 0.3930 0.518 -0.013 -0.862
P -2.2444 5.1696 1.8574 1.470 1.255 -0.731
P 0.8583 -0.8723 -4.8354 0.154 0.719 0.778
P 1.2535 3.5159 4.7137 1.190 -1.245 -0.762
O -3.6852 5.4836 1.2239 0.791 -0.584 0.626
O -2.5324 4.5703 3.2639 -0.459 -1.104 0.812
O 3.4041 -2.1019 0.3476 -1.812 4.215 7.289
O 3.9194 -0.6142 2.3351 0.296 -0.570 -0.127
O 0.9422 -1.4001 -0.1465 -1.146 1.619 -2.158
O 4.2198 -5.5468 -3.8953 0.077 -0.534 0.785
O -1.5877 3.9740 1.0273 -0.459 0.591 0.752
O 0.8652 2.0988 4.0689 -0.243 0.927 0.578
O 1.0754 4.5507 3.5205 -0.337 -0.234 0.981
O -5.7182 -0.2818 1.2896 -0.596 -0.321 -0.416
O -6.8031 0.0529 -0.9186 -0.751 -0.709 -0.129
O -0.1543 -0.8374 1.7834 -0.445 0.957 0.182
O 0.0223 3.8904 5.6321 0.365 0.165 0.043
O -0.1028 -1.7345 -4.0950 0.858 0.301 -0.770
O 2.5765 3.4271 5.3613 -0.895 0.440 -0.394
O 0.3983 0.8442 0.0880 -0.653 -0.251 1.033
O 4.3463 -3.6109 -2.3848 -0.462 -1.951 -1.057
O 5.2003 -2.6771 1.9394 -0.284 -0.036 -0.557
O -6.8128 -2.3019 0.0467 -0.273 1.104 0.346
O -1.3046 -0.7568 -0.2877 -0.341 0.197 0.236
O 2.1142 -4.8953 -2.6085 -0.015 -0.424 0.384
O -1.3626 6.3424 1.9637 -0.308 -0.368 -0.663
O 4.1957 -5.9527 -1.4198 -0.944 0.371 -0.452
O -8.2326 -0.3592 1.1240 1.140 -0.311 -0.098
O 0.7249 -0.7806 -6.4052 -0.174 0.113 0.270
O 5.5791 -0.7158 0.3052 -0.802 -0.397 0.387
O 2.3733 -1.3155 -4.5451 -0.827 0.023 -0.171
O 0.7969 0.6821 -4.4813 0.518 -0.812 -0.388
N -0.0994 -3.5215 -2.0213 0.112 0.479 -1.392
C -2.2741 2.7711 0.6382 -0.108 0.508 -0.737
C 3.5264 -7.1967 -1.1810 0.105 -0.834 0.966
C 1.6964 4.5160 2.2610 0.151 1.176 -1.354
C -3.0283 5.3928 4.3061 -1.494 1.354 0.005
C 6.2963 -2.6067 2.8129 1.603 -0.491 0.798
C 3.4042 -0.4694 -5.0592 1.177 -0.030 -0.393
C 4.1221 -4.7908 -5.0815 0.140 1.125 -0.702
C 3.9084 -2.6659 -1.4059 0.977 -0.580 -2.298
C 2.3299 -2.7371 1.0148 0.579 -2.359 2.914
C 0.1948 5.0279 6.4941 -0.815 -0.271 0.889
C -3.8035 6.0313 -0.0796 -1.375 -0.825 -1.044
C -6.9321 1.4591 -0.8634 0.736 0.906 0.360
C 0.7955 -1.9748 -7.1933 0.219 -0.075 -0.396
C -9.4459 -0.9512 0.6949 -1.837 0.216 0.105
C 2.7674 0.2111 2.1415 0.309 1.409 -0.361
C -0.4695 1.9096 3.5689 0.081 -0.792 -0.427
C -4.4933 -1.0380 1.3051 1.091 0.090 1.316
C 0.7948 1.0007 -3.0675 -1.888 -0.447 0.417
H 2.0585 -2.2350 1.9474 -0.177 0.291 -0.373
H 4.0347 -1.0011 -5.7780 -0.323 -0.359 0.041
H 0.1473 4.6995 7.5355 0.224 -0.278 -0.109
H -5.9210 1.8772 -0.8401 -0.078 0.081 0.085
H -4.3033 -1.2314 2.3622 -0.189 -0.593 -0.064
H 2.9182 -2.8345 -0.9787 0.218 -1.488 -2.561
H -3.0893 4.9194 5.2806 0.469 -0.628 -0.265
H -4.0530 5.6817 4.0445 -0.072 -0.214 0.077
H -3.5927 -0.4785 1.0420 -0.560 0.577 -0.616
H -2.5350 6.3600 4.4106 0.678 -0.305 -0.222
H 5.0762 -4.3259 -5.3515 0.176 -0.349 0.328
H -3.0469 5.7388 -0.8110 0.612 0.286 0.576
H -0.2654 0.9582 -2.8016 0.111 0.123 0.312
H -1.0455 2.8272 3.4787 0.146 0.015 0.155
H 2.6564 -3.7177 1.3796 0.432 -0.143 -0.239
H 0.4584 -4.3691 -2.1938 0.217 -0.037 0.393
H -0.9698 1.1797 4.2070 -0.092 0.233 0.154
H -7.4217 1.8868 -1.7375 -0.138 -0.568 -0.169
H 2.4902 -7.2566 -1.5111 0.213 0.270 -0.690
H 3.0980 1.2478 2.2294 0.024 0.001 0.130
H -1.8130 1.8976 1.0876 -0.098 0.136 0.206
H 7.1427 -3.2406 2.5170 -0.506 -0.240 -0.615
H 4.5999 -2.5982 -0.5647 1.179 -1.852 -3.021
H 0.8051 -2.8566 -6.5541 -0.147 -0.097 -0.164
H 6.0087 -3.0169 3.7815 -0.234 0.469 0.073
H 1.1391 5.5485 6.3656 -0.097 0.118 -0.362
H -0.0151 -2.9763 -2.9136 -0.113 0.122 0.047
H -4.0078 7.0987 -0.0732 0.396 0.039 0.193
H 1.1163 2.0165 -2.8685 0.538 -0.127 -0.371
H 6.7963 -1.6402 2.8984 -0.723 0.335 0.076
H 1.6939 -1.9525 -7.8132 0.157 0.065 0.307
H -0.3678 1.4261 2.5954 0.016 0.260 0.082
H 0.3480 -2.8904 -1.3469 -0.355 -0.067 0.506
H -4.5008 -1.9447 0.7106 -0.412 -0.047 0.057
H -7.4629 1.8216 0.0188 -0.052 -0.247 0.052
H 3.0464 0.4112 -5.5872 -0.286 0.085 0.299
H 3.8304 -5.4179 -5.9221 -0.219 -0.150 0.232
H -10.2176 -0.1780 0.6136 0.386 0.288 -0.037
H 4.0839 -0.1981 -4.2524 -0.313 0.173 0.175
H 3.8966 -1.6809 -1.8684 -0.035 -0.002 -0.178
H -0.0317 -1.9801 -7.9004 -0.244 -0.074 0.346
H 1.2575 0.2358 -2.4442 0.524 0.220 -0.154
H -0.6992 5.6373 6.3746 0.329 0.406 -0.354
H -2.1234 2.7226 -0.4405 -0.103 -0.302 0.018
H 1.4203 -2.8594 0.4358 1.198 -0.565 0.271
H 2.3441 0.1349 1.1398 0.138 -0.373 0.231
H 0.9456 4.8154 1.5258 -0.204 -0.402 0.110
H 3.4297 -7.3876 -0.1091 0.415 0.447 0.083
H -4.6895 5.5243 -0.4892 -0.064 0.390 0.096
H 2.0247 0.0550 2.9169 0.116 -0.406 -0.019
H 4.1676 -7.9853 -1.5667 -0.287 -0.095 -0.331
H -9.8621 -1.6133 1.4560 0.529 -0.292 -0.034
H -3.3437 2.8557 0.8347 0.045 -0.194 0.191
H 2.1604 3.5865 1.9341 -0.106 -0.223 0.522
H 3.4508 -3.9332 -4.9727 -0.307 -0.305 0.004
H -9.4381 -1.4460 -0.2749 0.560 -0.143 0.089
H -1.0955 -3.6708 -1.8993 0.095 0.026 0.550
H 2.4124 5.3387 2.1783 0.321 -0.291 0.389
```
Positions in Å, forces in eV/Å.

Computed properties:
**Gap between HOMO and LUMO**: 9.79 eV
**HOMO**: -0.353 Eh
**E**: -5390.55986 Ha



Which value of HOMO does entry 1 give? -0.260 Eh